Here is a 15-piece molecular cluster, C70H126N8O30 overall in a non-equilibrium geometry from OMol25. Energies are from ωB97M-V/def2-TZVPD.

Summary:
Net charge ... 0
Kohn-Sham gap ... 0.14025 hartree
E ... -5437.56164 Ha

XYZ file:
```
234
Properties=species:S:1:pos:R:3:forces:R:3:lowdin_charge:R:1
C 3.237903 -3.164977 -5.681031 1.27 -0.80 0.84 0.021
N 3.442309 -2.332187 -4.467898 0.15 1.74 0.50 -0.299
C 2.474867 -2.671247 -3.419612 -1.49 -0.61 0.41 -0.056
C 4.740327 -2.684904 -3.805337 0.03 0.77 -0.29 -0.009
C 3.436181 -0.798480 -4.870003 1.16 -1.53 0.11 -0.067
C 2.178374 -0.399949 -5.483103 -2.13 0.76 -0.23 -0.217
O 1.137650 -0.633445 -4.522161 -0.50 1.12 -0.98 -0.142
H 4.015111 -2.904659 -6.396605 -0.19 0.23 -0.14 0.118
H 2.239280 -3.147979 -6.094497 -0.15 0.34 0.17 0.099
H 3.489538 -4.163693 -5.310695 -0.36 -0.18 -0.41 0.110
H 1.501967 -2.666529 -3.905182 -0.13 -0.28 0.53 0.079
H 2.436611 -1.993663 -2.569309 0.25 0.51 -0.41 0.095
H 2.749815 -3.619456 -2.936341 -0.40 0.00 -0.60 0.096
H 4.575491 -3.673948 -3.396359 0.44 -0.07 0.19 0.097
H 4.979226 -1.884469 -3.076889 -0.23 -0.63 -0.29 0.103
H 5.487555 -2.616143 -4.563216 0.77 -0.17 -0.28 0.073
H 4.339498 -0.721226 -5.480046 -0.19 0.12 -0.10 0.106
H 3.617270 -0.213165 -3.977969 0.05 -0.23 0.31 0.114
H 1.825682 -0.894791 -6.395227 0.81 -0.23 -0.22 0.121
H 2.170412 0.685921 -5.733283 0.55 -0.52 0.18 0.152
H 0.423651 -0.038332 -4.879166 -0.22 -0.58 1.08 0.050
C 4.364431 1.884066 -1.864587 1.35 -0.56 -0.39 0.000
N 3.084309 1.433083 -1.379910 -0.71 -0.24 0.28 -0.049
C 2.013922 1.380217 -2.181611 -0.82 -0.41 0.16 0.016
C 0.814243 0.810641 -1.746285 0.93 0.02 0.90 0.060
C 0.740230 0.300377 -0.425720 0.62 0.69 -0.81 -0.104
C 1.849098 0.514181 0.408632 -0.18 -0.51 -0.74 0.040
C 3.021790 1.023528 -0.109508 -0.57 -0.50 0.48 -0.017
C -0.470230 -0.375952 0.079904 -0.95 1.09 -1.12 -0.122
C -1.717712 0.143867 -0.325769 0.22 -0.32 0.80 0.054
C -2.857182 -0.451781 0.188304 -0.06 0.60 -0.13 0.013
N -2.784115 -1.542940 0.995326 -0.53 1.07 -0.64 -0.027
C -1.608150 -2.036716 1.341164 0.34 -0.63 -0.01 -0.013
C -0.443581 -1.485063 0.882832 0.51 0.13 0.30 0.016
C -4.028256 -1.968241 1.657263 -0.60 0.91 -0.30 0.040
H 4.276210 2.179535 -2.908275 0.02 0.26 0.38 0.059
H 5.064218 1.053935 -1.783314 -0.02 -0.12 -0.14 0.090
H 4.752468 2.655318 -1.216106 -0.09 0.49 -0.01 0.104
H 2.136004 1.785569 -3.173626 0.08 0.17 -0.14 0.115
H 0.018538 0.809606 -2.470897 -0.35 -0.25 -0.09 0.098
H 1.809932 0.214597 1.436076 0.16 -0.02 0.41 0.103
H 3.935318 1.049116 0.476011 -0.01 0.29 0.14 0.108
H -1.755483 1.034082 -0.962935 -0.32 -0.50 0.22 0.110
H -3.856497 -0.055583 -0.004246 0.36 -0.27 -0.01 0.101
H -1.588915 -2.903302 1.965201 -0.04 -0.40 0.49 0.116
H 0.487634 -1.926108 1.161089 0.27 -0.34 0.15 0.095
H -4.177686 -3.037162 1.712024 0.56 -0.20 0.22 0.107
H -4.855621 -1.562532 1.071696 0.14 -0.09 -0.13 0.079
H -4.028286 -1.416058 2.594863 -0.13 -0.44 0.35 0.080
C -1.646799 -1.639532 4.953518 0.18 -0.16 0.52 0.006
C -0.895519 -1.785185 6.294626 -0.23 0.68 1.45 -0.369
C 0.418424 -2.683742 6.294463 -1.97 2.29 -0.94 -0.077
C 1.458560 -1.959396 5.477909 1.48 -1.15 0.32 -0.201
C 1.928654 -0.657254 6.128307 -1.40 0.09 -1.16 -0.084
C 0.745182 0.397028 6.046108 0.02 -2.41 0.29 -0.408
N -0.509303 -0.317455 6.679403 -1.59 2.34 2.27 0.066
O -1.204252 0.370173 7.462061 2.63 -3.12 -3.15 0.160
C 0.377889 0.740111 4.581473 0.55 0.29 0.39 0.013
C 1.081668 1.557756 6.898254 0.30 1.72 -1.06 -0.036
C -1.847202 -2.295392 7.426429 0.06 0.11 -1.70 -0.009
H -2.552502 -1.054876 5.082974 -0.21 -0.02 0.18 0.084
H -1.841595 -2.703934 4.804142 -0.37 0.29 -0.74 0.065
H -1.131104 -1.196545 4.092112 0.11 -0.56 0.52 0.075
H 0.060411 -3.534370 5.720913 0.29 -0.55 0.58 0.107
H 0.700960 -2.840232 7.339382 0.07 -0.40 -0.28 0.129
H 1.107570 -1.855607 4.450611 0.03 0.13 0.18 0.080
H 2.272915 -2.702414 5.393798 0.11 0.55 -0.06 0.119
H 2.750232 -0.201922 5.565585 -0.08 -0.01 0.06 0.118
H 2.253700 -0.803575 7.156909 -0.07 0.01 0.14 0.124
H 0.395808 -0.132697 3.911466 0.04 0.51 0.39 0.074
H 1.171036 1.429600 4.259434 -0.16 -0.10 -0.12 0.078
H -0.589742 1.243154 4.541890 0.11 -0.06 -0.06 0.066
H 0.398456 2.376737 6.641284 -0.02 -0.04 0.63 0.102
H 2.052427 1.888511 6.486470 -0.20 -0.05 0.42 0.110
H 1.173953 1.381135 7.968430 -0.17 -0.10 -0.13 0.099
H -2.784611 -1.707614 7.446344 0.65 -0.24 0.42 0.094
H -1.250615 -2.316140 8.326231 -0.36 0.22 0.59 0.079
H -2.119808 -3.336235 7.182837 0.20 0.39 -0.04 0.109
C -4.689291 4.387890 -1.892251 1.24 -1.09 0.16 -0.038
C -5.593323 4.458110 -0.692943 -1.91 -1.42 -0.73 -0.418
C -7.025147 4.366487 -1.354025 0.06 1.38 1.54 -0.115
C -8.139023 4.167445 -0.304855 0.41 0.01 -1.09 -0.171
C -7.940094 2.797345 0.302469 0.17 0.11 0.75 -0.135
C -6.648398 2.529088 1.112846 0.57 1.13 -2.01 -0.398
N -5.434968 3.177158 0.226146 6.69 -1.48 0.50 0.138
O -4.206774 2.724204 0.341671 -7.75 2.47 -0.53 0.158
C -6.429839 1.054451 1.099342 0.88 0.07 1.36 -0.024
C -6.586823 3.226817 2.471943 -0.26 -0.64 -0.18 0.017
C -5.282224 5.708645 0.163248 0.02 -1.03 0.31 0.008
H -3.652192 4.445968 -1.555395 0.11 0.41 -0.45 0.084
H -5.012086 5.191080 -2.548431 0.45 0.25 0.01 0.101
H -4.762769 3.443867 -2.464510 -0.21 0.31 0.54 0.093
H -7.100564 3.580435 -2.099461 0.41 -0.35 0.12 0.125
H -7.094815 5.305849 -1.937216 -0.29 -0.28 0.48 0.131
H -9.074785 4.140112 -0.853704 -0.32 0.07 0.04 0.114
H -8.236163 4.971948 0.426922 0.29 -0.01 0.01 0.111
H -7.981117 2.033712 -0.488613 -0.19 0.23 0.30 0.135
H -8.724666 2.633611 1.047830 -0.11 -0.35 -0.26 0.132
H -7.171179 0.668854 1.785685 -0.76 -0.43 -0.30 0.113
H -5.535730 0.817070 1.665489 0.63 -0.05 -0.19 0.066
H -6.400046 0.620001 0.103372 -0.17 -0.14 0.18 0.072
H -7.413770 2.759466 3.004885 -0.24 0.23 0.16 0.102
H -6.725678 4.312952 2.469046 0.08 -0.27 -0.16 0.087
H -5.712759 2.912642 3.026710 0.49 0.16 -0.04 0.086
H -4.473374 5.400718 0.826674 0.37 0.30 -0.11 0.075
H -6.062663 6.065957 0.850398 -0.09 -0.06 -0.67 0.085
H -4.918693 6.456843 -0.544315 -0.22 0.16 0.37 0.099
C 2.689584 4.479624 0.338669 -0.32 1.43 -0.61 0.050
C 1.616386 5.482285 -0.212221 -0.72 -0.82 1.41 -0.448
C 0.685138 4.816881 -1.170358 -1.19 -1.39 0.55 -0.116
C -0.187853 3.767920 -0.423433 0.07 0.63 -2.29 -0.147
C -1.108279 4.518620 0.472074 -0.38 -0.41 1.74 -0.128
C -0.379224 5.199128 1.693649 -0.05 -0.82 -1.71 -0.434
N 0.814666 5.915483 1.087632 2.40 5.93 2.61 0.115
O 1.236811 7.029776 1.670498 -2.52 -6.53 -3.26 0.145
C 0.165867 4.164338 2.698183 0.51 1.25 0.29 0.027
C -1.334442 6.211909 2.234647 0.19 1.37 0.27 -0.025
C 2.056599 6.719201 -0.896603 1.49 0.17 0.43 -0.015
H 3.244554 4.260047 -0.584776 0.29 -0.07 0.47 0.105
H 2.266068 3.564781 0.753375 0.13 0.20 -0.02 0.058
H 3.276010 5.025125 1.089482 0.24 -0.48 -0.28 0.105
H 1.297118 4.337848 -1.932270 0.16 0.02 -0.20 0.126
H 0.074599 5.592061 -1.669827 0.02 -0.55 0.16 0.141
H 0.442085 3.045764 0.098282 -0.27 -0.02 -0.04 0.096
H -0.755329 3.249197 -1.223776 0.16 -0.04 0.63 0.126
H -1.821137 3.821656 0.952844 0.13 0.34 -0.13 0.112
H -1.677955 5.308016 -0.038246 0.18 -0.32 -0.17 0.117
H 0.738598 4.722496 3.443573 0.12 -0.03 0.05 0.100
H 0.851684 3.462362 2.238165 -0.20 -0.36 0.07 0.065
H -0.663424 3.706604 3.226467 -0.22 -0.38 -0.35 0.077
H -2.235683 5.704982 2.575541 0.18 -0.04 0.33 0.104
H -1.638995 6.885802 1.420341 0.03 -0.16 0.14 0.096
H -0.869137 6.868237 2.982920 -0.41 -0.48 0.17 0.095
H 1.177550 7.364026 -0.993054 0.55 0.26 -0.09 0.107
H 2.382540 6.356500 -1.881835 0.05 0.49 0.11 0.122
H 2.912114 7.143155 -0.349180 -0.43 0.46 -0.49 0.105
C 7.067414 -1.352592 2.591105 -0.01 -0.02 0.23 0.021
C 6.245389 -2.436271 3.311063 -1.25 -0.86 -1.85 -0.432
C 4.859634 -1.991609 3.802594 0.29 1.38 -0.61 -0.093
C 3.873576 -1.667777 2.665373 -0.10 0.53 0.27 -0.167
C 3.530885 -2.873072 1.835173 -0.32 0.38 0.22 -0.118
C 4.768109 -3.403552 1.121522 -0.25 -0.54 0.50 -0.465
N 5.899227 -3.431770 2.139472 5.03 -7.32 -1.29 0.153
O 6.736720 -4.536084 1.989000 -5.15 7.20 1.19 0.117
C 5.238428 -2.571818 -0.067807 -0.64 -0.26 -0.36 0.026
C 4.439044 -4.807266 0.618084 0.43 0.31 0.68 -0.001
C 6.984823 -3.232598 4.334895 -0.08 0.70 0.01 -0.022
H 6.451981 -0.630614 2.040259 0.23 -0.20 0.17 0.078
H 7.894729 -1.754860 2.007837 -0.35 -0.31 -0.40 0.103
H 7.609207 -0.851272 3.371227 -0.06 0.67 0.60 0.096
H 5.073071 -1.014958 4.285997 -0.27 -0.68 0.36 0.144
H 4.476827 -2.764759 4.487537 -0.03 0.49 -0.11 0.122
H 4.204708 -0.858127 2.018076 0.85 0.03 0.00 0.082
H 3.027794 -1.119120 3.076402 -0.49 -0.57 0.36 0.103
H 2.841786 -2.623501 1.019000 -0.12 -0.15 0.21 0.109
H 3.077503 -3.669999 2.449803 0.19 0.24 -0.25 0.130
H 5.405962 -1.531629 0.166041 0.56 0.23 0.05 0.080
H 4.364744 -2.577587 -0.755922 0.60 -0.22 0.25 0.100
H 6.084723 -3.133580 -0.492000 -0.15 0.77 -0.18 0.113
H 4.111603 -5.360698 1.499353 0.13 -0.47 -0.25 0.105
H 5.309797 -5.258089 0.140039 -0.38 -0.17 -0.07 0.092
H 3.573198 -4.702006 -0.041523 0.12 -0.15 -0.13 0.080
H 7.296861 -2.547697 5.111390 -0.24 0.14 0.45 0.107
H 7.880330 -3.575805 3.898002 1.06 -0.82 -0.34 0.074
H 6.368973 -4.037510 4.713632 0.08 -0.16 0.19 0.102
C -1.673350 -2.208160 -2.487553 0.75 -1.33 -0.07 0.014
C -2.199698 -3.370633 -3.313830 0.11 -1.25 -0.77 -0.342
C -3.583248 -3.808484 -2.795926 0.34 -0.17 -1.15 -0.102
C -4.275545 -4.789926 -3.775081 -0.76 0.11 0.77 -0.152
C -3.899912 -4.742450 -5.240719 0.78 -0.97 0.28 -0.164
C -3.191545 -3.539597 -5.791525 -1.60 1.00 -0.40 -0.477
N -2.230106 -2.979683 -4.878596 5.11 3.65 0.62 0.078
O -1.274153 -2.194332 -5.270454 -5.32 -4.28 1.67 0.177
C -4.291640 -2.359594 -5.973819 0.89 -0.86 -0.44 0.063
C -2.573936 -3.978033 -7.096742 1.35 0.58 -0.45 -0.016
C -1.313287 -4.690713 -3.368124 0.95 1.60 0.27 0.036
H -2.369844 -1.391911 -2.635973 -0.07 0.27 0.53 0.089
H -0.648152 -1.908173 -2.699635 0.00 0.08 -0.53 0.088
H -1.562866 -2.655463 -1.473047 -0.63 0.63 -0.34 0.098
H -4.207707 -2.926059 -2.648326 -0.01 -0.01 0.16 0.103
H -3.426747 -4.339077 -1.836833 0.05 0.58 -0.40 0.139
H -5.325207 -4.581062 -3.606603 -0.39 -0.13 -0.35 0.112
H -4.144965 -5.836934 -3.502630 0.11 0.11 0.43 0.116
H -4.738821 -4.934013 -5.914403 -0.03 0.08 0.24 0.136
H -3.190359 -5.565351 -5.409196 -0.34 -0.07 -0.06 0.110
H -4.981666 -2.238540 -5.115464 0.73 0.00 -0.38 0.096
H -4.836044 -2.684381 -6.865615 -0.12 -0.02 0.20 0.095
H -3.725250 -1.473845 -6.238407 -0.27 0.48 0.34 0.075
H -1.721032 -4.654417 -6.969868 -0.07 0.07 0.50 0.100
H -2.168117 -3.152709 -7.679103 -0.36 0.11 -0.16 0.098
H -3.281210 -4.568973 -7.649057 -0.53 0.14 -0.37 0.093
H -1.321279 -5.095691 -2.335527 -0.08 -0.05 -0.76 0.094
H -0.279478 -4.366659 -3.578279 -0.22 -0.19 0.16 0.088
H -1.563977 -5.402027 -4.161705 -0.34 0.07 0.47 0.084
O -2.775137 1.752982 5.098624 1.76 1.33 -1.66 -0.040
C -2.962407 1.558852 3.626998 -2.97 -2.30 2.37 -0.750
O -2.247212 2.190547 2.896952 1.21 1.11 -0.49 0.017
O -3.892594 0.732300 3.404929 0.82 0.66 -0.17 -0.065
H -3.384116 1.269649 5.634678 -0.97 -0.73 -0.21 0.049
O 4.761280 3.277612 3.116636 1.02 1.43 0.61 0.085
C 4.210279 2.119843 2.731557 -0.40 -0.56 -0.79 -0.873
O 3.001606 1.965217 2.942819 -1.78 -0.01 0.70 -0.040
O 4.947814 1.350927 2.121783 1.40 -1.04 -0.50 -0.035
H 4.083155 3.766357 3.586974 -0.21 0.06 0.11 0.094
O -2.370216 1.595890 -3.139241 0.48 0.82 1.52 0.045
C -2.088407 0.918910 -4.277890 -1.47 0.52 0.05 -0.816
O -0.938206 0.992677 -4.658835 1.84 -0.17 -0.64 0.022
O -3.084728 0.375179 -4.789808 -0.55 -1.06 -0.97 -0.027
H -3.285911 1.416814 -2.864574 -0.31 0.09 0.14 0.048
O -4.987440 -0.554393 -3.262120 -0.97 -1.04 -0.46 0.065
C -5.139870 -0.047306 -2.031377 1.34 -0.35 -0.26 -0.854
O -4.800683 1.125772 -1.807488 0.34 2.71 -0.50 -0.039
O -5.428999 -0.821650 -1.142234 -1.46 -2.23 1.37 -0.015
H -4.501210 0.021200 -3.874630 0.65 0.53 -0.34 0.049
O 5.229163 3.803345 -4.741722 -0.20 0.70 0.10 -0.012
C 3.838589 4.220245 -4.546499 2.21 -4.72 1.16 -0.807
O 3.160314 3.397515 -3.862236 -0.49 0.40 0.06 -0.111
O 3.602417 5.207689 -5.106059 -1.71 4.59 -1.68 0.078
H 5.308717 2.855915 -4.736012 -0.19 -0.70 0.30 0.038
O -0.450678 -4.575255 -0.226795 -0.75 -1.08 1.63 -0.070
C 0.901723 -4.437315 -0.693452 1.98 -2.68 2.02 -0.699
O 1.454704 -5.600870 -0.840502 -0.86 3.59 -0.40 -0.078
O 1.400475 -3.259184 -0.667738 -1.35 -2.19 -0.74 -0.072
H -0.591275 -5.431911 0.380308 1.13 2.59 -2.45 0.177
O 7.749097 0.377495 -4.897594 2.29 0.98 -1.71 0.118
C 6.563061 -0.154501 -4.725596 -0.84 -3.02 0.44 -0.851
O 6.220053 -1.054073 -5.530613 0.37 0.60 -0.99 -0.069
O 5.983444 0.093720 -3.663796 -1.18 1.25 1.43 -0.043
H 7.853558 1.133012 -4.329697 -0.08 0.36 0.62 0.102
O 0.474926 -3.617383 3.047359 -1.13 -0.46 0.73 -0.071
C -0.316501 -4.756911 3.707217 2.12 0.08 0.10 -0.664
O 0.398988 -5.797979 3.843041 -2.72 2.50 -0.30 -0.024
O -1.428171 -4.283670 4.021875 0.79 -2.14 -0.11 -0.059
H 0.934788 -4.089746 2.374420 0.97 -0.50 -0.85 0.026
```
Positions in Å, forces in eV/Å.